1.
{
  "formula": "C48H36F3OP2Tl",
  "method": "ωB97M-V with the def2-TZVPD basis set",
  "total_energy_ev": -83831.0825,
  "orbital_gap_ev": 8.1,
  "e_homo_ev": -7.7,
  "max_force_ev_per_a": 0.58,
  "species": ["Tl", "C", "C", "C", "C", "C", "C", "C", "C", "P", "C", "C", "C", "C", "C", "C", "C", "C", "C", "C", "C", "C", "C", "O", "C", "C", "C", "C", "C", "C", "P", "C", "C", "C", "C", "C", "C", "C", "C", "C", "C", "C", "C", "H", "H", "H", "H", "H", "H", "H", "H", "H", "H", "H", "H", "H", "H", "H", "H", "H", "H", "H", "H", "H", "H", "H", "H", "H", "H", "H", "H", "H", "H", "H", "H", "F", "C", "F", "F", "C", "C", "C", "C", "C", "C", "C", "C", "H", "H", "H", "H"],
  "xyz": [[-0.798, 1.502, 1.897], [1.830, 1.491, -5.760], [1.333, 2.359, -4.591], [1.327, 3.836, -5.026], [2.269, 2.194, -3.399], [3.638, 2.411, -3.522], [4.497, 2.275, -2.445], [4.001, 1.923, -1.200], [2.642, 1.707, -1.035], [1.864, 1.207, 0.561], [2.615, -0.445, 0.782], [1.785, -1.521, 0.470], [2.258, -2.820, 0.562], [3.558, -3.054, 0.982], [4.386, -1.987, 1.302], [3.921, -0.684, 1.202], [2.729, 2.291, 1.748], [2.981, 1.865, 3.052], [3.490, 2.751, 3.990], [3.736, 4.070, 3.643], [3.463, 4.508, 2.354], [2.959, 3.625, 1.413], [1.797, 1.840, -2.141], [0.479, 1.590, -1.890], [-0.421, 1.586, -2.915], [-1.715, 1.192, -2.558], [-2.699, 1.163, -3.533], [-2.390, 1.522, -4.836], [-1.099, 1.903, -5.164], [-0.082, 1.940, -4.215], [-1.990, 0.722, -0.800], [-2.274, -1.076, -0.931], [-2.770, -1.723, 0.204], [-2.898, -3.100, 0.224], [-2.518, -3.848, -0.882], [-2.013, -3.214, -2.006], [-1.888, -1.831, -2.034], [-3.672, 1.403, -0.533], [-3.735, 2.740, -0.137], [-4.957, 3.353, 0.088], [-6.131, 2.631, -0.070], [-6.077, 1.302, -0.463], [-4.855, 0.687, -0.695], [2.837, 1.780, -6.060], [1.184, 1.605, -6.631], [1.845, 0.437, -5.479], [2.332, 4.155, -5.307], [0.978, 4.478, -4.216], [0.670, 3.980, -5.884], [4.041, 2.695, -4.486], [5.558, 2.444, -2.579], [4.668, 1.825, -0.353], [0.758, -1.331, 0.180], [1.600, -3.647, 0.323], [3.925, -4.068, 1.070], [5.400, -2.171, 1.634], [4.576, 0.139, 1.461], [2.772, 0.839, 3.332], [3.691, 2.410, 4.998], [4.137, 4.759, 4.376], [3.639, 5.542, 2.084], [2.744, 3.970, 0.408], [-3.707, 0.863, -3.271], [-3.156, 1.505, -5.601], [-0.876, 2.183, -6.186], [-3.037, -1.140, 1.076], [-3.275, -3.590, 1.114], [-2.613, -4.927, -0.865], [-1.713, -3.796, -2.869], [-1.491, -1.344, -2.916], [-2.815, 3.298, -0.007], [-4.991, 4.390, 0.399], [-7.087, 3.104, 0.118], [-6.995, 0.740, -0.587], [-4.825, -0.353, -0.996], [-0.784, -6.384, 7.561], [-1.499, -6.475, 6.416], [-1.122, -7.615, 5.806], [-2.790, -6.636, 6.790], [-1.319, -5.270, 5.551], [-0.811, -5.380, 4.265], [-0.653, -4.246, 3.488], [-0.997, -2.985, 3.982], [-1.513, -2.898, 5.283], [-1.672, -4.026, 6.063], [-0.840, -1.799, 3.203], [-0.703, -0.794, 2.525], [-0.540, -6.351, 3.875], [-0.257, -4.327, 2.484], [-1.783, -1.923, 5.668], [-2.069, -3.946, 7.066]],
  "atomic_forces_ev_per_a": [[-0.114, 0.163, 0.255], [-0.006, -0.032, 0.043], [0.024, 0.036, -0.076], [-0.009, -0.006, 0.028], [-0.144, -0.032, -0.008], [-0.029, -0.002, 0.031], [0.129, 0.014, -0.038], [-0.054, 0.025, -0.052], [-0.442, 0.016, 0.051], [0.548, -0.192, 0.000], [-0.186, 0.019, 0.027], [0.058, 0.092, 0.006], [-0.005, -0.040, -0.004], [-0.053, -0.038, -0.016], [0.099, 0.031, 0.034], [-0.005, -0.069, -0.046], [0.001, 0.002, -0.094], [-0.051, -0.013, -0.052], [0.006, -0.012, 0.051], [0.024, 0.029, -0.004], [-0.004, 0.032, 0.019], [0.038, -0.055, 0.032], [0.270, 0.002, 0.047], [0.029, 0.025, -0.114], [-0.223, -0.054, -0.146], [0.334, 0.080, 0.293], [0.045, 0.048, 0.027], [-0.067, 0.007, -0.119], [-0.009, -0.009, 0.040], [0.117, -0.006, 0.095], [-0.477, -0.168, -0.277], [0.082, 0.049, 0.090], [0.012, 0.030, -0.110], [-0.016, 0.002, 0.055], [-0.009, -0.046, -0.003], [0.029, -0.042, -0.060], [-0.033, 0.009, 0.035], [0.072, -0.032, -0.033], [0.021, -0.055, -0.040], [0.008, 0.011, 0.008], [0.001, 0.030, -0.003], [-0.076, -0.015, 0.003], [-0.009, 0.005, 0.001], [0.001, 0.007, 0.002], [-0.001, 0.003, 0.002], [-0.001, 0.008, -0.003], [-0.006, 0.005, -0.005], [0.001, -0.011, 0.001], [0.007, -0.001, 0.000], [0.017, -0.002, 0.002], [-0.012, 0.006, 0.012], [0.003, 0.001, 0.005], [-0.004, -0.061, 0.017], [0.012, -0.006, -0.010], [0.009, 0.007, -0.003], [-0.012, 0.010, 0.001], [-0.011, 0.023, 0.010], [0.024, -0.011, 0.022], [-0.007, -0.013, -0.012], [-0.013, -0.003, 0.003], [0.010, -0.008, -0.009], [0.020, 0.033, 0.024], [-0.002, 0.010, 0.006], [0.000, 0.000, 0.017], [-0.017, -0.006, -0.009], [0.001, -0.068, 0.037], [-0.004, -0.002, -0.010], [0.003, 0.004, -0.001], [0.000, 0.007, 0.007], [0.000, -0.013, -0.002], [-0.015, 0.025, 0.043], [-0.003, -0.004, -0.009], [-0.002, -0.010, -0.008], [0.018, -0.012, 0.000], [0.015, 0.002, 0.006], [-0.093, -0.040, -0.123], [-0.031, -0.141, 0.123], [-0.044, 0.097, 0.090], [0.148, -0.011, -0.021], [0.012, 0.064, -0.054], [-0.038, -0.028, 0.094], [0.026, 0.106, -0.120], [-0.076, -0.142, 0.225], [0.002, 0.050, -0.017], [0.043, -0.050, -0.088], [0.078, 0.082, -0.175], [0.010, 0.232, -0.060], [0.003, 0.010, -0.010], [0.005, 0.025, 0.002], [0.000, -0.012, 0.013], [-0.002, 0.001, 0.005]]
}

***

2.
{
  "formula": "C40H28I2N5O7Ta",
  "method": "ωB97M-V with the def2-TZVPD basis set",
  "de_lowest_ev": 0.424,
  "total_energy_ev": -81462.9437,
  "orbital_gap_ev": 6.1,
  "e_homo_ev": -13.0,
  "max_force_ev_per_a": 0.70,
  "charge": 2,
  "species": ["Ta", "C", "O", "C", "N", "C", "C", "C", "C", "C", "C", "C", "C", "C", "C", "C", "C", "N", "C", "N", "C", "C", "O", "C", "C", "C", "C", "C", "C", "H", "H", "H", "H", "H", "H", "H", "H", "H", "H", "H", "H", "H", "H", "H", "H", "H", "H", "H", "I", "C", "C", "C", "I", "C", "C", "C", "C", "N", "C", "C", "O", "H", "H", "H", "H", "O", "C", "N", "O", "C", "C", "C", "C", "C", "C", "C", "O", "O", "H", "H", "H", "H", "H"],
  "xyz": [[-0.884, -0.448, 0.490], [1.677, -1.639, 4.110], [0.994, -2.798, 3.539], [0.443, -2.385, 2.430], [0.575, -1.159, 2.074], [1.240, -0.453, 3.215], [2.396, 0.490, 2.952], [3.107, 0.912, 4.077], [4.150, 1.817, 3.960], [4.498, 2.318, 2.714], [3.798, 1.902, 1.593], [2.750, 0.998, 1.711], [-0.457, -3.300, 1.706], [-0.596, -4.661, 1.915], [-1.584, -5.331, 1.204], [-2.416, -4.631, 0.335], [-2.201, -3.275, 0.195], [-1.238, -2.640, 0.860], [-2.978, -2.323, -0.610], [-2.598, -1.091, -0.680], [-3.655, -0.339, -1.420], [-4.582, -1.485, -1.891], [-4.078, -2.678, -1.195], [-3.207, 0.540, -2.568], [-1.884, 0.789, -2.903], [-1.570, 1.634, -3.958], [-2.579, 2.238, -4.693], [-3.904, 1.990, -4.370], [-4.215, 1.147, -3.313], [2.746, -1.827, 4.051], [1.360, -1.561, 5.145], [0.437, 0.117, 3.694], [2.843, 0.552, 5.065], [4.686, 2.133, 4.845], [5.311, 3.025, 2.619], [4.068, 2.280, 0.615], [2.252, 0.651, 0.821], [0.045, -5.171, 2.621], [-1.719, -6.395, 1.340], [-3.211, -5.119, -0.212], [-4.154, 0.285, -0.677], [-4.496, -1.679, -2.957], [-5.622, -1.369, -1.606], [-1.073, 0.303, -2.374], [-0.533, 1.811, -4.211], [-2.334, 2.895, -5.516], [-4.700, 2.453, -4.937], [-5.258, 0.977, -3.065], [-1.127, -2.653, -3.462], [0.822, -2.164, -2.916], [1.803, -2.531, -3.866], [3.132, -2.446, -3.576], [4.498, -2.960, -5.058], [3.549, -2.055, -2.274], [4.895, -2.059, -1.843], [5.191, -1.743, -0.551], [4.135, -1.415, 0.318], [2.876, -1.372, -0.044], [2.570, -1.675, -1.326], [1.188, -1.648, -1.701], [0.290, -1.156, -0.794], [1.479, -2.888, -4.833], [5.675, -2.325, -2.543], [6.209, -1.745, -0.189], [4.349, -1.163, 1.352], [-2.986, 0.123, 4.283], [-2.484, -0.068, 3.255], [-1.957, -0.270, 2.189], [1.107, 3.832, 1.297], [-0.061, 4.299, 0.852], [-0.228, 5.685, 0.863], [-1.406, 6.242, 0.426], [-2.469, 5.450, -0.042], [-2.327, 4.094, -0.058], [-1.124, 3.490, 0.387], [-1.030, 2.079, 0.339], [0.053, 1.403, 0.637], [-1.989, 1.294, 0.004], [1.150, 2.864, 1.267], [0.589, 6.295, 1.224], [-1.514, 7.318, 0.442], [-3.384, 5.914, -0.382], [-3.121, 3.453, -0.418]],
  "atomic_forces_ev_per_a": [[-0.274, 0.337, 0.551], [0.009, 0.001, -0.026], [-0.037, 0.001, 0.000], [0.111, -0.021, -0.019], [-0.054, 0.065, -0.086], [0.035, -0.022, -0.008], [-0.071, 0.115, 0.000], [-0.007, 0.051, 0.035], [-0.014, -0.020, 0.015], [-0.001, -0.004, -0.031], [0.019, 0.014, 0.030], [-0.026, -0.029, -0.005], [0.007, -0.027, -0.011], [0.017, 0.008, -0.011], [-0.010, -0.005, -0.005], [0.014, -0.006, -0.003], [0.008, 0.004, 0.007], [0.041, -0.056, 0.003], [0.017, -0.024, 0.022], [-0.169, -0.080, 0.085], [0.018, -0.015, 0.008], [0.020, -0.021, -0.007], [0.014, -0.019, -0.025], [0.025, 0.043, 0.009], [0.013, -0.080, -0.009], [-0.020, 0.019, -0.013], [0.019, -0.005, 0.001], [-0.004, -0.005, 0.006], [-0.020, 0.046, 0.029], [0.008, 0.004, -0.018], [0.016, 0.004, 0.000], [0.019, -0.019, 0.055], [-0.019, -0.015, 0.002], [0.002, 0.003, -0.002], [-0.001, 0.001, 0.002], [-0.003, 0.004, -0.004], [-0.015, 0.049, 0.064], [0.000, -0.001, 0.001], [0.001, 0.001, 0.000], [-0.001, 0.000, 0.000], [-0.038, -0.006, -0.027], [0.002, 0.003, -0.001], [-0.001, 0.000, -0.001], [-0.015, 0.016, 0.033], [0.000, 0.002, 0.000], [0.000, 0.001, 0.000], [0.002, 0.001, -0.002], [0.002, -0.004, 0.014], [-0.008, -0.014, -0.018], [0.027, -0.022, 0.005], [-0.006, -0.011, -0.006], [-0.002, 0.017, -0.002], [0.000, -0.005, -0.001], [-0.006, -0.005, -0.002], [0.009, 0.009, -0.004], [-0.007, -0.001, -0.007], [0.023, -0.036, 0.006], [0.000, -0.081, -0.074], [-0.005, 0.021, -0.003], [0.036, -0.232, 0.176], [-0.079, 0.355, -0.572], [0.002, -0.003, 0.001], [-0.001, -0.002, 0.001], [0.000, -0.004, 0.002], [-0.004, -0.007, -0.015], [0.000, -0.011, -0.009], [-0.025, -0.012, 0.009], [-0.030, -0.013, -0.113], [-0.020, 0.024, 0.005], [0.036, -0.014, 0.013], [0.005, 0.009, 0.000], [0.004, -0.004, 0.003], [-0.001, -0.008, 0.000], [0.000, 0.001, 0.001], [-0.019, -0.001, -0.029], [0.119, -0.018, -0.072], [0.056, -0.074, 0.264], [0.243, -0.161, -0.206], [0.017, -0.003, -0.011], [-0.001, 0.001, 0.001], [0.000, 0.000, 0.001], [0.001, 0.001, -0.001], [-0.003, -0.004, -0.002]]
}

***

3.
{
  "formula": "C24H26CdN3O9",
  "method": "ωB97M-V with the def2-TZVPD basis set",
  "de_lowest_ev": 0.429,
  "total_energy_ev": -52776.0779,
  "orbital_gap_ev": 6.9,
  "e_homo_ev": -4.5,
  "max_force_ev_per_a": 0.45,
  "charge": -1,
  "species": ["Cd", "O", "C", "O", "C", "O", "C", "C", "O", "O", "H", "H", "H", "H", "H", "O", "C", "C", "C", "C", "C", "C", "C", "O", "N", "N", "C", "C", "C", "C", "C", "C", "C", "O", "H", "H", "H", "H", "H", "H", "H", "H", "H", "H", "O", "C", "C", "C", "C", "C", "C", "N", "H", "H", "H", "H", "H", "H", "H", "H", "H", "H", "H"],
  "xyz": [[0.193, -0.354, -0.077], [-3.401, -0.626, -2.780], [-2.564, -0.652, -1.725], [-1.503, -1.220, -1.759], [-3.135, 0.102, -0.553], [-2.393, -0.223, 0.584], [-2.424, 0.804, 1.574], [-1.461, 1.960, 1.260], [-1.800, 3.088, 1.607], [-0.356, 1.611, 0.734], [-2.943, -1.097, -3.492], [-4.189, -0.183, -0.439], [-3.091, 1.166, -0.809], [-2.085, 0.327, 2.496], [-3.437, 1.186, 1.710], [1.101, -1.493, 5.178], [-0.019, -2.188, 4.936], [-0.717, -2.704, 6.031], [-1.877, -3.432, 5.844], [-2.371, -3.661, 4.562], [-1.682, -3.146, 3.477], [-0.510, -2.411, 3.637], [0.163, -1.871, 2.419], [-0.352, -2.103, 1.284], [1.271, -1.174, 2.652], [1.792, -0.686, 1.474], [2.978, -0.230, 1.464], [3.656, 0.215, 0.248], [4.927, 0.771, 0.429], [5.745, 1.139, -0.620], [5.284, 0.906, -1.917], [4.039, 0.359, -2.132], [3.148, 0.024, -1.079], [1.979, -0.450, -1.388], [1.444, -1.203, 4.281], [-0.325, -2.512, 7.021], [-2.404, -3.823, 6.706], [-3.279, -4.231, 4.415], [-2.037, -3.288, 2.464], [3.548, -0.209, 2.396], [5.275, 0.905, 1.449], [6.720, 1.572, -0.440], [5.913, 1.151, -2.767], [3.692, 0.158, -3.138], [-0.718, 1.392, -2.039], [-0.421, 1.632, -3.190], [0.619, 0.872, -3.971], [1.730, 1.882, -4.335], [1.969, 2.963, -3.256], [1.087, 4.221, -3.367], [-0.398, 3.998, -3.069], [-0.879, 2.805, -3.792], [0.180, 0.415, -4.863], [1.019, 0.092, -3.323], [1.514, 2.370, -5.291], [2.653, 1.322, -4.483], [3.011, 3.281, -3.319], [1.861, 2.512, -2.264], [1.188, 4.627, -4.382], [1.472, 4.985, -2.687], [-0.991, 4.865, -3.360], [-0.568, 3.818, -2.008], [-0.587, 2.849, -4.760]],
  "atomic_forces_ev_per_a": [[-0.235, 0.061, -0.381], [0.156, -0.059, 0.034], [-0.119, -0.016, 0.033], [-0.047, -0.124, 0.023], [0.069, -0.154, 0.018], [-0.108, 0.061, -0.165], [-0.019, -0.038, 0.030], [0.276, -0.128, 0.151], [-0.059, 0.071, -0.062], [-0.065, 0.232, -0.032], [-0.032, 0.011, -0.034], [0.004, 0.052, -0.019], [0.071, 0.067, 0.006], [-0.048, 0.019, 0.034], [-0.025, -0.019, 0.013], [-0.064, -0.056, 0.155], [0.045, 0.006, 0.049], [-0.027, -0.020, -0.008], [-0.004, -0.001, -0.005], [0.030, 0.007, -0.002], [-0.021, 0.023, 0.025], [-0.010, -0.019, -0.013], [-0.051, -0.138, -0.048], [-0.005, 0.047, 0.287], [0.074, 0.047, -0.179], [0.114, -0.083, 0.265], [0.053, 0.022, -0.169], [-0.029, -0.012, 0.117], [0.029, 0.011, -0.002], [-0.029, -0.008, -0.017], [-0.013, -0.010, 0.005], [0.052, 0.023, -0.010], [-0.061, -0.077, -0.012], [0.065, 0.126, 0.100], [0.039, 0.049, -0.082], [0.006, -0.006, -0.009], [0.001, 0.000, -0.006], [-0.002, 0.007, 0.002], [0.003, -0.011, -0.005], [0.027, -0.022, -0.006], [0.002, -0.003, -0.005], [0.000, -0.001, 0.000], [-0.001, -0.002, -0.003], [0.028, -0.023, 0.044], [-0.026, -0.144, -0.144], [0.088, 0.194, 0.186], [-0.026, -0.041, -0.024], [-0.004, 0.020, 0.014], [0.000, -0.022, 0.010], [-0.005, -0.031, 0.002], [0.008, -0.026, 0.020], [-0.098, 0.019, -0.109], [0.039, 0.032, -0.031], [-0.056, -0.011, 0.011], [-0.009, 0.019, -0.002], [-0.025, 0.034, -0.027], [0.006, 0.004, -0.009], [0.008, 0.008, -0.003], [0.014, -0.002, -0.003], [-0.015, 0.012, -0.005], [-0.006, 0.010, -0.004], [0.006, -0.007, -0.002], [0.030, 0.023, 0.008]]
}

***

4.
{
  "formula": "FRb",
  "method": "ωB97M-V with the def2-TZVPD basis set",
  "de_lowest_ev": 0.598,
  "total_energy_ev": -3372.2290,
  "orbital_gap_ev": 6.8,
  "e_homo_ev": -7.8,
  "max_force_ev_per_a": 1.42,
  "species": ["Rb", "F"],
  "xyz": [[24.881, 28.108, -5.915], [23.262, 30.133, -4.515]],
  "atomic_forces_ev_per_a": [[-0.780, 0.978, 0.677], [0.780, -0.978, -0.677]]
}

***

Question: Number 4 is which compound?
Answer: FRb